# 1
The following is a quantum chemistry calculation of C31H43IN2O2PdSe as an isolated structure, from the Open Molecules 2025 dataset.

Summary:
HOMO-LUMO gap: 3.194 eV
ΔE to the lowest compared entry with this formula, charge and spin: 0.0 kJ/mol
LUMO level: 3.675 eV

Geometry as ORCA input:
```
! wB97M-V def2-TZVPD RIJCOSX def2/J DEFGRID3
* xyz -2 1
Pd 0.069 -0.330 -3.595
C 0.144 -3.303 3.824
C -0.194 -4.055 2.527
C -1.692 -4.366 2.545
C 0.565 -5.392 2.488
C 0.215 -3.204 1.333
C -0.659 -2.725 0.363
C -0.209 -1.924 -0.665
Se -1.502 -1.281 -1.973
C -1.900 0.425 -1.130
C -2.598 0.403 0.056
C -2.806 1.563 0.799
C -2.149 2.701 0.341
C -1.420 2.755 -0.833
C -1.407 1.633 -1.738
O -1.051 1.711 -2.946
C -0.625 4.031 -1.117
C 0.341 3.878 -2.294
C -1.585 5.193 -1.418
C 0.229 4.393 0.111
C -3.714 1.550 2.022
C -3.232 0.514 3.044
C -5.131 1.166 1.569
C -3.796 2.907 2.733
C 1.160 -1.484 -0.794
O 1.538 -0.669 -1.672
C 2.054 -2.052 0.183
C 1.557 -2.855 1.187
C 3.558 -1.767 0.196
C 3.897 -1.017 1.494
C 4.062 -0.921 -0.976
C 4.336 -3.094 0.143
H -0.144 -3.893 4.697
H 1.208 -3.089 3.889
H -0.385 -2.351 3.851
H -1.938 -4.983 3.413
H -2.272 -3.448 2.598
H -1.982 -4.904 1.645
H 0.300 -6.024 3.339
H 0.326 -5.924 1.569
H 1.639 -5.228 2.509
H -1.716 -2.964 0.390
H -2.980 -0.553 0.394
H -2.212 3.601 0.939
H -0.207 3.766 -3.224
H 0.991 4.755 -2.359
H 0.948 2.984 -2.170
H -2.197 4.945 -2.283
H -2.244 5.383 -0.570
H -1.028 6.106 -1.636
H 0.887 3.562 0.358
H 0.840 5.271 -0.107
H -0.382 4.612 0.984
H -3.205 -0.480 2.605
H -2.227 0.755 3.383
H -3.900 0.498 3.909
H -5.119 0.193 1.086
H -5.823 1.132 2.414
H -5.499 1.893 0.848
H -2.825 3.200 3.128
H -4.150 3.684 2.057
H -4.495 2.842 3.569
H 2.258 -3.243 1.919
H 3.308 -0.104 1.552
H 3.667 -1.619 2.371
H 4.956 -0.752 1.519
H 3.533 0.024 -1.030
H 5.134 -0.730 -0.862
H 3.900 -1.446 -1.914
H 4.120 -3.727 1.001
H 4.064 -3.642 -0.758
H 5.412 -2.908 0.116
I 5.014 2.218 -5.225
C 3.163 1.245 -5.441
C 2.264 1.549 -6.435
N 1.233 0.663 -6.261
N 1.441 -0.143 -5.190
C 2.638 0.188 -4.698
H 2.301 2.270 -7.226
H 0.301 0.741 -6.642
H 3.029 -0.310 -3.830
*
```

---

# 2
The following is a quantum chemistry calculation of C31H43N4O9OsS3 as an isolated structure, from the Open Molecules 2025 dataset.

Summary:
HOMO-LUMO gap (spin up / spin down): 6.241 / 3.199 eV
ΔE to the lowest compared entry with this formula, charge and spin: 205.5 kJ/mol
LUMO level (spin up / spin down): -4.538 / -5.892 eV

Geometry as ORCA input:
```
! wB97M-V def2-TZVPD RIJCOSX def2/J DEFGRID3
* xyz 1 1
Os -0.234 0.379 -1.777
C -2.605 5.506 2.554
C -2.708 4.003 2.810
C -1.972 3.664 4.117
C -4.190 3.616 2.928
C -2.089 3.196 1.682
C -1.610 3.760 0.508
C -1.038 2.966 -0.464
N -0.920 1.646 -0.319
C -1.422 1.063 0.794
C -1.993 1.808 1.794
C -1.297 -0.409 0.824
C -1.759 -1.213 1.843
C -1.634 -2.600 1.772
C -1.006 -3.114 0.640
C -0.554 -2.266 -0.346
N -0.700 -0.940 -0.263
C -2.177 -3.470 2.894
C -1.441 -3.114 4.193
C -1.986 -4.958 2.603
C -3.679 -3.183 3.053
H -3.044 6.042 3.395
H -3.147 5.806 1.657
H -1.567 5.830 2.461
H -2.269 4.364 4.896
H -0.891 3.729 3.992
H -2.214 2.660 4.469
H -4.649 4.167 3.749
H -4.313 2.551 3.130
H -4.732 3.853 2.012
H -1.677 4.821 0.323
H -0.678 3.377 -1.395
H -2.367 1.312 2.676
H -2.229 -0.755 2.698
H -0.859 -4.175 0.512
H -0.059 -2.626 -1.238
H -0.371 -3.304 4.104
H -1.826 -3.724 5.010
H -1.579 -2.068 4.467
H -0.932 -5.228 2.536
H -2.486 -5.260 1.681
H -2.420 -5.538 3.416
H -3.868 -2.152 3.351
H -4.093 -3.832 3.823
H -4.218 -3.372 2.123
C 4.689 -4.434 -1.039
C 4.157 -3.106 -0.576
C 2.958 -3.021 0.177
C 2.492 -1.839 0.653
C 3.213 -0.547 0.422
C 4.436 -0.703 -0.427
C 4.869 -1.913 -0.858
S 2.382 2.029 0.700
O 1.286 2.355 1.556
O 3.706 2.035 1.234
N 2.235 2.975 -0.614
C 3.288 2.955 -1.641
C 2.768 2.427 -2.985
C 2.989 0.951 -3.196
O 3.564 0.466 -4.116
O 2.538 0.099 -2.197
H 3.963 -5.235 -0.914
H 5.582 -4.702 -0.465
H 4.995 -4.394 -2.086
H 2.414 -3.937 0.382
H 1.594 -1.788 1.255
H 5.006 0.194 -0.635
H 5.774 -1.976 -1.448
H 1.859 3.880 -0.367
H 4.122 2.357 -1.270
H 3.678 3.964 -1.766
H 3.274 2.933 -3.804
H 1.699 2.617 -3.083
N 2.205 0.518 -0.005
C 1.581 0.426 -1.271
H 3.569 -0.174 1.388
O -2.193 0.535 -2.630
S -1.876 1.734 -3.542
O -2.106 1.430 -4.921
O -0.305 1.761 -3.276
O -2.441 2.946 -3.029
C -0.443 -2.958 -4.916
S -0.723 -1.249 -4.517
C 0.309 -0.482 -5.745
O 0.124 -1.127 -3.204
H 0.617 -3.173 -4.795
H -0.764 -3.121 -5.943
H -1.046 -3.566 -4.245
H -0.210 -0.551 -6.700
H 1.280 -0.973 -5.765
H 0.393 0.566 -5.463
*
```

---

# 3
The following is a quantum chemistry calculation of C31H43N6O5PS5V as an isolated structure, from the Open Molecules 2025 dataset.

Summary:
HOMO-LUMO gap (spin up / spin down): 6.542 / 6.739 eV
⟨S²⟩: 2.0824
ΔE to the lowest compared entry with this formula, charge and spin: 0.7 kJ/mol
LUMO level (spin up / spin down): 2.337 / 2.337 eV

Geometry as ORCA input:
```
! wB97M-V def2-TZVPD RIJCOSX def2/J DEFGRID3
* xyz -1 3
V -0.533 0.165 0.155
C 1.524 -4.049 4.902
C 0.283 -3.313 4.444
O 0.583 -2.620 3.229
P -0.040 -1.154 2.896
S -1.724 -1.314 1.858
S -0.004 -0.032 4.507
O 1.029 -0.706 1.756
C 2.367 -0.263 2.124
C 2.758 0.967 1.342
H 1.305 -4.632 5.798
H 2.317 -3.338 5.135
H 1.891 -4.731 4.134
H -0.042 -2.593 5.198
H -0.543 -4.002 4.244
H 3.033 -1.086 1.885
H 2.386 -0.080 3.200
H 2.574 0.820 0.279
H 3.828 1.135 1.476
H 2.217 1.850 1.676
O -1.500 3.337 -4.055
C -2.570 3.556 -3.277
C -3.525 4.475 -3.715
C -4.646 4.742 -2.953
C -4.845 4.097 -1.738
C -3.907 3.178 -1.303
C -2.768 2.891 -2.052
C -1.786 1.911 -1.540
O -2.101 1.187 -0.520
N -0.643 1.771 -2.164
N 0.101 0.824 -1.494
C 0.696 -0.232 -2.235
S 2.536 -0.115 -2.274
C 2.605 -1.466 -3.469
C 1.691 -1.094 -4.632
S 0.186 -0.274 -4.006
H -0.915 2.678 -3.587
H -3.358 4.967 -4.664
H -5.374 5.460 -3.312
H -5.726 4.303 -1.144
H -4.041 2.637 -0.375
H 2.260 -2.376 -2.973
H 3.634 -1.608 -3.799
H 1.412 -1.985 -5.195
H 2.202 -0.400 -5.300
N -0.419 1.765 1.495
C -0.617 2.734 2.082
N -0.858 3.818 2.791
C -2.168 4.435 2.532
C -3.280 3.569 3.132
C -2.803 2.898 4.435
C -1.707 3.722 5.108
C -0.464 3.758 4.217
H -2.287 4.568 1.457
H -2.134 5.428 2.984
H -3.564 2.802 2.409
H -4.162 4.190 3.301
H -2.405 1.904 4.215
H -3.642 2.755 5.117
H -1.430 3.294 6.072
H -2.065 4.737 5.307
H 0.111 2.842 4.353
H 0.177 4.614 4.440
C 0.939 -6.928 1.686
C -0.013 -5.748 1.549
C 0.343 -4.816 0.402
N 1.617 -4.132 0.601
C 2.383 -3.849 -0.420
S 0.140 -1.678 -1.274
N 3.434 -2.961 -0.057
C 4.352 -2.990 0.945
O 5.110 -2.053 1.164
C 4.516 -4.265 1.722
C 4.512 -5.505 1.092
C 4.781 -6.653 1.821
C 5.028 -6.571 3.183
C 5.028 -5.336 3.814
C 4.793 -4.183 3.082
H 0.688 -7.546 2.550
H 1.966 -6.586 1.809
H 0.906 -7.562 0.796
H -0.033 -5.176 2.478
H -1.037 -6.097 1.393
H -0.428 -4.048 0.284
H 0.429 -5.355 -0.541
H 1.687 -3.614 1.479
H 3.549 -2.195 -0.714
H 4.287 -5.566 0.034
H 4.783 -7.616 1.325
H 5.224 -7.471 3.752
H 5.224 -5.269 4.877
H 4.829 -3.207 3.549
*
```

---

# 4
The following is a quantum chemistry calculation of C31H44BrCeN3OP2 as an isolated structure, from the Open Molecules 2025 dataset.

Summary:
HOMO-LUMO gap (spin up / spin down): 3.554 / 3.524 eV
ΔE to the lowest compared entry with this formula, charge and spin: 0.0 kJ/mol
LUMO level (spin up / spin down): -15.274 / -15.301 eV

Geometry as ORCA input:
```
! wB97M-V def2-TZVPD RIJCOSX def2/J DEFGRID3
* xyz 4 1
C 5.851 0.043 -0.993
C 4.981 0.872 -0.269
C 5.320 2.210 -0.048
C 6.552 2.675 -0.539
N 7.394 1.882 -1.203
C 7.060 0.621 -1.448
C 3.633 0.427 0.144
C 2.388 0.334 -0.267
C 1.207 0.388 -1.068
C 0.681 -0.738 -1.772
C -0.688 -0.843 -1.925
C -1.593 0.146 -1.364
C -0.966 1.437 -1.245
C 0.385 1.535 -1.022
Ce 2.468 -0.114 1.919
P -3.432 0.057 -1.743
H 4.621 2.909 0.428
H 5.582 -0.980 -1.263
H 6.819 3.720 -0.390
H 7.772 0.035 -2.044
H 0.794 2.442 -0.588
H 1.376 -1.538 -2.057
H -1.530 2.381 -1.206
H -1.120 -1.743 -2.376
C -4.391 -1.044 -0.616
C -5.842 -0.684 -0.232
H -3.732 -1.158 0.284
H -4.421 -2.049 -1.087
H -6.212 -1.284 0.625
H -6.022 0.360 0.085
H -6.508 -0.905 -1.075
C -4.059 1.739 -1.687
C -3.838 2.553 -2.971
H -3.577 2.238 -0.837
H -5.130 1.669 -1.449
H -4.248 3.564 -2.835
H -2.766 2.662 -3.207
H -4.340 2.117 -3.846
C -3.726 -0.489 -3.447
C -5.205 -0.594 -3.866
H -3.193 -1.448 -3.603
H -3.204 0.252 -4.087
H -5.240 -1.182 -4.795
H -5.847 -1.103 -3.129
H -5.659 0.385 -4.086
Br -1.618 -0.691 1.003
P 1.015 1.977 3.566
C -0.559 2.331 2.647
C -1.760 2.607 3.558
H -0.793 1.432 2.025
H -0.393 3.160 1.937
H -2.647 2.767 2.929
H -1.981 1.764 4.219
H -1.623 3.503 4.180
C 0.478 0.223 4.007
C -0.227 0.240 5.392
H 1.339 -0.477 4.083
H -0.226 -0.134 3.222
H -0.517 -0.787 5.636
H 0.457 0.610 6.179
H -1.143 0.840 5.408
C 2.217 2.529 2.240
C 2.349 4.083 2.360
H 1.863 2.242 1.232
H 3.245 2.127 2.410
H 3.350 4.359 2.008
H 1.618 4.605 1.728
H 2.260 4.373 3.420
N 0.449 -6.506 -1.562
C 1.575 -5.748 -1.727
O 2.334 -5.957 -2.677
C 1.777 -4.646 -0.726
C 0.815 -4.238 0.218
C 1.079 -3.115 1.008
N 2.289 -2.487 1.042
C 3.245 -2.940 0.176
C 3.009 -3.971 -0.734
H 0.289 -7.283 -2.183
H -0.070 -6.465 -0.712
H -0.154 -4.729 0.340
H 0.299 -2.670 1.632
H 4.208 -2.423 0.195
H 3.754 -4.263 -1.479
*
```

---

# 5
The following is a quantum chemistry calculation of C31H44BrN3P2Zn as an isolated structure, from the Open Molecules 2025 dataset.

Summary:
HOMO-LUMO gap: 5.845 eV
ΔE to the lowest compared entry with this formula, charge and spin: 154.1 kJ/mol
LUMO level: -6.999 eV

Geometry as ORCA input:
```
! wB97M-V def2-TZVPD RIJCOSX def2/J DEFGRID3
* xyz 2 1
N 5.359 -0.065 2.105
C 4.812 -1.260 2.334
C 4.412 -2.107 1.297
C 4.463 -1.629 -0.038
C 5.153 -0.415 -0.262
C 5.555 0.337 0.850
C 3.715 -2.283 -1.092
Zn -0.648 0.048 0.136
P -3.059 0.088 -0.158
C 3.462 -1.707 -2.321
C 2.129 -1.800 -2.868
C 1.615 -0.828 -3.764
C 0.244 -0.723 -3.968
C -0.606 -1.640 -3.345
C -0.119 -2.675 -2.549
C 1.242 -2.761 -2.322
Br -2.489 -1.652 -3.774
H 3.399 -3.312 -0.866
H 4.140 -1.008 -2.812
H 4.008 -3.093 1.526
H 5.340 -0.043 -1.271
H 4.693 -1.573 3.374
H 6.040 1.306 0.694
H 2.285 -0.119 -4.259
H 1.615 -3.543 -1.663
H -0.172 0.052 -4.598
H -0.785 -3.400 -2.096
P 0.223 2.248 0.424
C -3.340 -1.720 -0.155
C -4.496 -2.316 -0.954
H -3.462 -1.970 0.912
H -2.394 -2.183 -0.483
H -4.468 -3.407 -0.831
H -5.480 -1.980 -0.615
H -4.391 -2.108 -2.023
C -3.096 0.861 -1.834
C -4.455 1.083 -2.485
H -2.502 0.188 -2.485
H -2.527 1.804 -1.774
H -4.295 1.327 -3.544
H -5.085 0.186 -2.445
H -5.001 1.921 -2.033
C -4.510 0.788 0.726
C -5.857 0.075 0.607
H -4.612 1.827 0.378
H -4.188 0.821 1.778
H -6.626 0.665 1.118
H -6.190 -0.026 -0.435
H -5.852 -0.917 1.067
C -0.160 3.318 1.877
C -1.611 3.315 2.348
H 0.140 4.336 1.581
H 0.493 3.009 2.703
H -1.694 3.972 3.225
H -2.300 3.693 1.584
H -1.939 2.314 2.659
C -0.308 3.315 -0.966
C 0.373 2.995 -2.290
H -0.108 4.350 -0.653
H -1.397 3.203 -1.041
H -0.043 3.642 -3.071
H 1.451 3.183 -2.242
H 0.224 1.955 -2.605
C 2.069 2.289 0.353
C 2.803 2.280 1.692
H 2.338 3.190 -0.221
H 2.368 1.415 -0.245
H 3.870 2.463 1.519
H 2.437 3.055 2.378
H 2.726 1.305 2.194
N 3.047 -3.697 5.412
C 2.394 -3.131 4.615
C 1.632 -2.416 3.623
C 1.529 -1.023 3.669
C 0.835 -0.374 2.660
N 0.298 -1.029 1.606
C 0.444 -2.374 1.538
C 1.034 -3.103 2.562
H 1.992 -0.443 4.473
H 0.712 0.712 2.700
H 0.091 -2.887 0.638
H 1.064 -4.191 2.521
*
```